[1]
This record from OMol25 describes 2 unconnected molecules or ions with the total composition C15H28ClN2O4Si in a non-equilibrium geometry. The level of theory is ωB97M-V/def2-TZVPD.

Total charge ... +1

Structure (XYZ):
```
51
Properties=species:S:1:pos:R:3:forces:R:3
C 1.144 -0.986 0.228 0.02 -0.36 -0.44
Si 1.840 0.502 1.242 1.24 0.54 -1.15
C 3.044 1.385 0.033 -0.09 -0.83 0.11
C 2.925 -0.070 2.707 -0.06 0.17 -0.14
O 0.614 1.637 1.671 -0.06 -1.63 0.61
C -0.002 1.368 2.934 -0.47 1.32 1.13
C -1.584 1.532 2.891 -0.02 -0.61 -0.29
C -2.197 0.421 1.971 0.69 -2.24 0.42
C -1.729 -0.959 2.219 -1.73 0.05 -1.87
C -2.211 -2.082 1.394 -0.28 2.78 -0.92
C -1.680 -3.532 1.674 -0.56 -0.56 0.24
O -2.253 -4.144 2.532 0.44 0.56 -0.59
O -0.656 -4.111 0.968 -0.86 1.96 0.15
C -3.192 -1.760 0.332 1.27 1.62 1.67
C -3.609 -0.361 0.160 0.35 -2.33 -0.08
Cl -4.770 -0.081 -1.176 1.42 0.05 1.72
N -3.138 0.675 0.962 0.53 -1.27 -0.07
C -3.609 2.077 0.779 -0.44 1.71 0.80
N -2.569 2.972 0.220 -0.46 -0.83 0.24
H 1.545 -0.928 -0.830 -0.36 0.06 1.18
H 1.527 -1.977 0.626 -0.63 1.03 -0.25
H 0.025 -0.958 0.130 0.98 -0.21 0.19
H 3.614 2.218 0.519 -0.63 -0.59 -0.65
H 3.783 0.574 -0.262 -0.70 0.93 0.30
H 2.513 1.674 -0.912 0.57 0.10 0.86
H 2.340 -0.466 3.580 0.87 0.20 -0.74
H 3.579 0.791 3.024 -0.76 -0.79 -0.12
H 3.629 -0.843 2.277 -0.86 0.60 0.62
H 0.361 2.169 3.649 -0.42 -0.94 -0.58
H 0.271 0.385 3.401 -0.19 0.77 -0.60
H -1.829 2.577 2.583 0.15 -1.06 0.13
H -2.032 1.363 3.919 0.66 0.18 -1.02
H -1.001 -1.207 3.030 -0.82 0.60 -0.84
H -0.222 -3.441 0.393 -0.24 -0.48 0.29
H -3.585 -2.563 -0.330 0.25 0.98 0.55
H -3.906 2.462 1.805 0.18 -0.85 -0.96
H -4.526 2.156 0.146 0.90 -0.69 0.50
H -2.722 3.889 0.649 0.44 -0.35 -0.36
H -1.628 2.627 0.423 -0.28 0.38 -0.02
C 0.838 -1.279 -4.291 -0.20 -0.10 0.23
C 1.968 -0.415 -3.752 0.10 -0.17 -0.86
C 2.235 0.777 -4.658 0.05 0.26 0.15
O 3.152 -1.200 -3.636 0.00 0.01 0.42
H 1.091 -1.679 -5.277 0.00 0.14 -0.01
H 0.664 -2.136 -3.636 0.00 0.06 0.01
H -0.091 -0.709 -4.374 0.02 -0.03 -0.05
H 1.714 -0.063 -2.748 0.17 -0.06 0.02
H 2.536 0.447 -5.656 -0.13 -0.06 0.03
H 3.055 1.382 -4.264 -0.08 -0.03 0.03
H 1.349 1.409 -4.752 0.04 -0.01 -0.05
H 3.387 -1.517 -4.517 -0.02 0.05 0.10
```
Positions in Å, forces in eV/Å.

***

[2]
This record from OMol25 describes 2 unconnected molecules or ions with the total composition C15H28ClN3O6S in a non-equilibrium geometry. The level of theory is ωB97M-V/def2-TZVPD.

SMILES string ... CCCN[C@]1(C[C@H](C)Cl)C[C@@H](CON=O)[C@H](CCO)S(=O)(=O)O1.CC#N

Structure (XYZ):
```
54
Properties=species:S:1:pos:R:3:forces:R:3
C 1.606 4.208 -0.845 0.00 0.07 -0.06
C 0.436 3.345 -1.295 -0.02 0.04 0.61
C 0.572 1.872 -0.902 -0.33 1.03 0.03
N 0.321 1.755 0.533 0.27 -0.47 -0.20
C 0.594 0.505 1.174 0.44 0.10 0.08
C 2.041 0.319 1.736 -0.13 0.59 0.41
C 3.126 1.231 1.162 0.46 -0.73 0.04
C 3.890 0.530 0.049 -0.10 -0.05 0.30
Cl 4.350 1.528 2.472 -0.09 0.19 0.02
C 0.235 -0.707 0.314 0.10 -0.34 -0.18
C -0.310 -1.910 1.093 -0.01 0.14 -0.06
C 0.609 -2.436 2.175 -0.44 -0.59 0.38
O 1.741 -3.086 1.591 0.18 0.64 -0.17
N 2.453 -3.724 2.649 -0.23 0.16 0.32
O 3.581 -3.470 2.596 0.38 -0.29 -0.20
C -1.695 -1.610 1.719 0.80 0.11 -0.31
C -2.880 -2.052 0.877 0.21 -0.09 -0.27
C -2.917 -1.535 -0.537 -0.28 0.06 -1.15
O -2.134 -2.336 -1.451 0.14 0.17 0.43
S -1.774 0.130 2.175 -1.25 0.15 0.93
O -2.406 0.202 3.449 0.37 -0.21 0.88
O -2.421 0.909 1.170 0.64 -0.01 -0.88
O -0.239 0.497 2.409 -0.52 -0.28 -0.54
H 2.543 3.934 -1.327 0.08 -0.06 -0.10
H 1.405 5.254 -1.056 0.05 0.16 -0.12
H 1.760 4.154 0.230 0.04 -0.04 0.19
H -0.449 3.718 -0.783 -0.29 0.02 -0.14
H 0.265 3.448 -2.362 0.06 -0.09 -0.16
H -0.215 1.349 -1.434 0.16 -0.37 -0.16
H 1.572 1.557 -1.212 0.01 -0.43 -0.08
H 0.702 2.530 1.058 0.03 -0.03 0.04
H 2.009 0.467 2.811 -0.17 0.20 0.14
H 2.392 -0.697 1.600 -0.07 -0.23 -0.12
H 2.781 2.213 0.881 -0.16 0.18 -0.06
H 4.350 -0.347 0.494 0.21 -0.13 -0.01
H 3.225 0.156 -0.725 -0.14 0.20 -0.25
H 4.669 1.161 -0.359 0.05 0.08 -0.22
H 1.133 -1.032 -0.205 0.15 0.04 -0.12
H -0.484 -0.474 -0.458 -0.20 0.25 -0.05
H -0.425 -2.705 0.363 -0.15 -0.16 -0.08
H 0.071 -3.165 2.784 -0.08 -0.21 -0.05
H 0.915 -1.657 2.867 0.20 0.16 -0.01
H -1.746 -2.134 2.666 -0.13 0.15 0.31
H -3.820 -1.820 1.368 -0.08 0.21 0.19
H -2.832 -3.140 0.821 -0.02 -0.17 0.01
H -2.580 -0.510 -0.642 -0.11 0.20 0.38
H -3.936 -1.562 -0.923 -0.29 0.03 0.26
H -1.861 -1.697 -2.116 0.20 -0.23 -0.25
C -3.668 -0.794 -5.048 -0.22 -0.18 -0.20
C -2.773 0.008 -4.228 0.02 0.03 0.03
N -2.069 0.641 -3.580 0.04 -0.13 0.08
H -4.275 -0.159 -5.691 0.05 0.09 0.05
H -3.104 -1.476 -5.681 0.09 0.04 0.04
H -4.337 -1.385 -4.425 0.05 0.04 0.09
```
Positions in Å, forces in eV/Å.

***

Number 1: total energy -47572.92629 eV. Number 2: total energy -56118.52410 eV.